Entry from OMol25: a 4-piece molecular cluster, C25H58BrN3O5 overall (ωB97M-V/def2-TZVPD).

Computed properties:
E	-111613.8581	eV
2S+1	1
total charge	0

Each line ends with the Mulliken charge.
Atoms and positions in Å:
1 C -2.73652 -1.82616 -0.80027  -1.10
2 C -1.74711 -2.25934 0.28754  0.49
3 C -2.28397 -1.77482 1.63767  -1.48
4 C -0.26439 -1.85201 -0.02481  0.95
5 C -0.03586 -1.36250 -1.45953  -1.80
6 C 0.36773 -0.89944 0.98410  -1.33
7 O -0.26652 0.36504 1.10795  -0.45
8 C -0.00075 1.38098 0.16353  1.65
9 C 1.47338 1.71728 -0.08673  -0.30
10 O 1.62991 3.12178 0.05976  -0.49
11 C 0.49964 3.70029 0.70384  -0.56
12 C -0.63701 2.67144 0.69528  -0.30
13 C -1.91036 3.04632 -0.05803  -0.68
14 C -1.69102 3.51322 -1.49506  -0.53
15 C -2.97901 3.44507 -2.30214  -0.69
16 Br -3.19948 1.70330 -3.15892  -0.20
17 H -2.58074 -2.34962 -1.74410  0.36
18 H -2.68262 -0.75014 -0.98128  -0.09
19 H -3.75302 -2.05138 -0.46748  0.45
20 H -1.77361 -3.35370 0.32131  0.27
21 H -1.63470 -2.03606 2.47434  0.35
22 H -3.26259 -2.22245 1.81985  0.48
23 H -2.41550 -0.69159 1.64469  0.15
24 H 0.34837 -2.75883 0.05540  0.28
25 H -0.61239 -0.47322 -1.71115  0.36
26 H -0.27550 -2.14544 -2.17881  0.34
27 H 1.02374 -1.13290 -1.60294  0.38
28 H 1.43163 -0.78657 0.74155  0.36
29 H 0.32085 -1.32047 1.98801  0.60
30 H -0.46375 1.11530 -0.79360  -0.65
31 H 2.14696 1.17551 0.58742  -0.06
32 H 1.76132 1.46294 -1.11030  0.24
33 H 0.76444 3.95197 1.73678  0.19
34 H 0.26635 4.63162 0.18370  0.39
35 H -0.91174 2.46792 1.73195  0.38
36 H -2.53151 2.14263 -0.09438  -0.09
37 H -2.47613 3.79812 0.49974  0.57
38 H -0.94330 2.86999 -1.96638  0.37
39 H -1.29190 4.52920 -1.53938  0.40
40 H -3.85711 3.53989 -1.66668  0.27
41 H -3.03936 4.18017 -3.09824  0.45
42 C 3.44212 2.73557 3.02236  -0.59
43 O 4.19108 1.60998 3.44059  -0.45
44 C 5.13792 1.13310 2.50521  -0.46
45 C 6.48341 1.86804 2.51512  0.32
46 C 6.43744 3.25514 1.88321  -1.38
47 N 7.06643 1.97181 3.85281  -0.73
48 H 3.24257 2.70224 1.94660  0.23
49 H 3.94201 3.67885 3.25602  0.28
50 H 2.49117 2.70692 3.55494  0.30
51 H 5.31489 0.08988 2.77965  0.38
52 H 4.70640 1.14780 1.49390  0.19
53 H 7.16182 1.24994 1.91662  0.39
54 H 5.98466 3.97926 2.56118  0.28
55 H 7.44891 3.59830 1.66928  0.34
56 H 5.86570 3.25370 0.95352  0.33
57 H 7.23433 1.04608 4.23265  0.27
58 H 6.38211 2.39835 4.47071  0.30
59 C 1.92342 -3.82116 -4.21746  -0.83
60 O 2.36453 -3.27181 -2.99292  -0.21
61 C 3.10523 -4.13976 -2.15723  -0.70
62 C 4.59665 -4.24278 -2.49570  0.37
63 C 4.89487 -5.06333 -3.74596  -1.44
64 N 5.24534 -2.93738 -2.61642  -0.72
65 H 1.67192 -4.88152 -4.10788  0.38
66 H 2.66805 -3.72018 -5.01080  0.25
67 H 1.02767 -3.27529 -4.51278  0.26
68 H 3.01152 -3.71891 -1.15232  0.29
69 H 2.64264 -5.13635 -2.14713  0.41
70 H 5.05863 -4.75219 -1.64293  0.40
71 H 4.68110 -4.49215 -4.64999  0.29
72 H 5.95089 -5.32875 -3.77194  0.36
73 H 4.30534 -5.98148 -3.77225  0.34
74 H 5.18005 -2.43204 -1.73897  0.26
75 H 4.72988 -2.37959 -3.29105  0.31
76 C -7.01106 -1.85972 1.48882  -0.79
77 O -5.85218 -1.11291 1.18072  -0.24
78 C -6.00247 -0.14189 0.16209  0.00
79 C -6.57045 1.20300 0.62625  0.31
80 C -8.06576 1.18340 0.92345  -1.53
81 N -5.85902 1.74744 1.78407  -0.69
82 H -7.60494 -2.05731 0.58977  0.36
83 H -7.64797 -1.35688 2.22093  0.24
84 H -6.68280 -2.80978 1.90903  0.25
85 H -4.99218 0.03336 -0.21699  -0.24
86 H -6.60116 -0.55269 -0.66253  0.46
87 H -6.40264 1.89458 -0.20690  0.32
88 H -8.26765 0.71356 1.88681  0.31
89 H -8.44868 2.20201 0.97260  0.37
90 H -8.61873 0.64133 0.15429  0.34
91 H -4.88114 1.89134 1.55208  0.21
92 H -5.85872 1.04753 2.52063  0.35